This record from the Open Molecules 2025 dataset describes a single C5H6O2 molecule in a non-equilibrium geometry. The level of theory is ωB97M-V/def2-TZVPD.

Cartesian coordinates (Å):
C  0.14264  1.02983  1.18981
C  0.71037  1.67010  -0.07081
O  1.37416  2.63221  -0.28365
C  -0.05309  0.87199  -1.38490
C  -0.04117  -0.59047  -1.48694
C  -0.60620  1.74267  -2.16685
O  -1.04508  2.60063  -2.82120
H  0.89860  0.56418  1.91863
H  -0.61840  0.33451  0.84465
H  -0.33291  1.90789  1.72596
H  -1.08557  -0.81454  -1.88268
H  0.00966  -1.09044  -0.42298
H  0.74611  -1.00727  -2.07501

Forces on the atoms, in the same order (eV/Å):
0.929 1.170 1.322
-1.792 -1.538 -2.619
0.130 -0.172 0.874
2.090 1.816 2.399
-2.622 -1.346 1.893
-0.031 0.778 -0.633
-0.041 -0.307 0.184
-1.023 0.655 -1.276
0.095 -0.027 0.591
0.388 -1.083 -0.409
1.521 -0.629 0.224
-0.053 0.932 -2.020
0.408 -0.249 -0.529

Summary:
E   -344.53196 Eh
Structure (SMILES)   CC(=O)C(C)=C=O
Orbital gap   9.3 eV
E_LUMO   0.4753 eV
Spin multiplicity   1

Atomic partial charges in e from the natural (NBO) method, atoms 1 to 4: number 1, C, carries -0.74; number 2, C, carries 0.66; number 3, O, carries -0.50; number 4, C, carries -0.47